1.
Entry from the OMol25 dataset: one molecule with the formula C7H7F at a distorted geometry (ωB97M-V/def2-TZVPD).

Atoms and positions in Å:
C1 1.997 0.237 0.132
C2 0.511 -0.372 -0.181
C3 -0.089 -1.559 -0.193
C4 -1.451 -1.537 -0.013
C5 -1.837 -0.281 0.279
C6 -0.636 0.566 0.006
C7 -0.471 1.870 -0.109
H1 2.345 0.882 -0.701
H2 1.904 0.836 1.047
H3 0.479 -2.518 -0.059
H4 -2.018 -2.475 -0.220
H5 -2.819 0.138 0.474
H6 -1.262 2.583 -0.094
H7 0.489 2.370 -0.456
F1 2.859 -0.740 0.089

Cartesian forces, eV/Å:
C -4.072 0.756 -2.585
C 0.787 2.666 1.126
C 5.608 -2.895 0.213
C -3.544 -0.553 -0.022
C -0.281 0.915 -0.856
C 0.721 -0.628 0.618
C 0.970 1.584 -1.124
H -0.801 0.347 0.409
H 0.461 -0.583 0.133
H -0.504 0.882 -0.671
H 0.043 1.115 0.750
H 0.099 -0.260 -0.184
H -0.753 0.287 0.443
H -1.075 -1.102 0.627
F 2.342 -2.532 1.123

As for the energy relative to the best compared isomer or geometry (same formula, charge and spin): 2.530 eV. Its structure (SMILES) is C=C1C=CC=C1CF. The value obtained for the LUMO energy is 0.0 eV.

***

2.
Entry from the OMol25 dataset: an isolated ion of composition C7H7F2N2O2 and charge -1 at a distorted geometry (ωB97M-V/def2-TZVPD).

Atoms and positions in Å:
C1 -2.323 0.166 -0.335
C2 -1.142 0.895 0.029
C3 -0.154 -0.029 0.243
C4 2.279 0.008 -0.769
C5 -0.751 2.362 -0.094
C6 -0.005 -2.450 0.292
C7 1.337 0.233 0.575
N1 -2.023 -1.172 -0.273
N2 -0.737 -1.222 0.078
O1 2.460 -1.159 -0.908
O2 2.578 1.016 -1.330
F1 1.582 1.475 1.059
F2 1.812 -0.667 1.533
H1 -3.278 0.663 -0.613
H2 -0.580 2.912 0.763
H3 0.095 2.492 -0.687
H4 -1.614 2.852 -0.518
H5 0.594 -2.411 1.122
H6 -0.681 -3.242 0.353
H7 0.551 -2.723 -0.520

Cartesian forces, eV/Å:
C 1.890 -0.056 0.598
C 0.348 1.186 -0.569
C 0.425 0.696 1.130
C -2.311 0.874 3.175
C -2.933 -1.213 -0.777
C -2.411 0.125 -0.677
C 0.491 -1.037 -1.585
N -0.868 1.420 -0.137
N 0.910 -0.549 0.300
O 0.995 -4.036 -1.219
O 0.962 2.833 -1.861
F -0.722 0.013 0.555
F -0.620 0.655 0.120
H 0.696 -1.150 0.199
H 0.424 0.592 2.355
H 1.304 0.066 -1.285
H -0.201 0.451 -0.652
H 1.298 0.294 1.951
H -1.528 -1.121 0.603
H 1.852 -0.042 -2.226

As for the energy relative to the best compared isomer or geometry (same formula, charge and spin): 1.069 eV. Its structure (SMILES) is Cc1cnn(C)c1C(F)(F)C(=O)[O-]. The value obtained for the LUMO energy is 3.7 eV. Its net charge is -1.

***

3.
Entry from the OMol25 dataset: C7H7HgO8 as an isolated structure at a distorted geometry (ωB97M-V/def2-TZVPD).

Atoms and positions in Å:
O1 -1.357 4.866 -0.323
O2 -0.652 3.522 1.166
O3 -0.335 2.654 -1.334
C1 -2.165 5.035 0.783
C2 -1.756 4.156 1.699
C3 -0.596 3.798 -0.130
H1 -3.074 5.613 0.663
H2 -2.211 3.724 2.582
O4 -3.518 -4.277 0.961
C4 -2.413 -3.709 0.977
O5 -1.560 -3.669 1.879
O6 -2.182 -2.929 -0.156
O7 -0.318 -0.077 -1.262
C5 -0.257 0.910 -2.110
O8 -0.820 0.600 -3.249
C6 -1.355 -1.079 -1.329
C7 -1.264 -1.871 -0.040
H3 -0.786 1.354 -3.852
H4 -1.171 -1.703 -2.211
H5 -2.340 -0.605 -1.423
H6 -1.504 -1.222 0.817
H7 -0.241 -2.249 0.104
Hg1 2.059 2.702 -1.356

Cartesian forces, eV/Å:
O 0.010 -0.950 -1.094
O 0.055 -1.682 -1.266
O 1.241 2.893 2.782
C -0.434 -0.544 0.527
C -0.457 0.566 -0.230
C -0.938 -0.501 -0.664
H 0.514 0.182 0.119
H 0.499 0.450 0.073
O 0.685 0.140 -0.579
C -1.440 -0.890 2.288
O 0.524 0.331 -0.510
O 0.312 1.362 -1.684
O 0.706 2.964 -0.266
C -0.565 -3.020 0.578
O -0.113 0.760 0.041
C -0.745 -1.411 -0.377
C 0.157 -0.685 0.447
H -0.020 0.110 -0.074
H -0.099 0.039 0.266
H 0.321 0.108 -0.064
H 0.077 -0.119 -0.122
H -0.115 0.153 0.011
Hg -0.172 -0.255 -0.202

Its spin multiplicity is 2. Its expectation value of S² is 0.77. The value obtained for the LUMO energy (alpha / beta) is -2.8 / -4.4 eV.

***

4.
Entry from the OMol25 dataset: one molecule with the formula C7H7N at a distorted geometry (ωB97M-V/def2-TZVPD).

Atoms and positions in Å:
C1 -1.184 -0.173 -2.018
C2 0.100 -0.880 -1.960
C3 -1.497 0.410 -0.832
C4 0.490 -0.542 -0.727
C5 2.041 -0.487 1.130
C6 1.121 -0.025 1.894
C7 -0.100 0.825 1.282
N1 -0.337 0.306 -0.062
H1 -1.758 -0.524 -2.924
H2 0.533 -1.409 -2.756
H3 -2.492 0.832 -0.444
H4 2.925 -1.229 1.260
H5 1.023 0.156 2.974
H6 -1.090 0.845 1.830
H7 0.226 1.895 1.353

Cartesian forces, eV/Å:
C -0.478 -2.662 -2.535
C -1.400 1.988 0.799
C -0.928 1.032 0.503
C 3.589 0.879 3.763
C -0.003 -3.024 -2.740
C -2.985 2.760 1.042
C 0.212 -0.651 0.038
N -0.818 -0.193 0.363
H -0.134 1.222 1.401
H 0.534 -0.655 -0.473
H 2.021 -0.505 -0.714
H -1.758 1.795 -0.409
H 0.955 -0.569 -0.182
H 1.230 -0.659 -0.205
H -0.038 -0.760 -0.650

As for the energy relative to the best compared isomer or geometry (same formula, charge and spin): 5.124 eV. The value obtained for the LUMO energy is 0.0 eV.

***

5.
Entry from the OMol25 dataset: a 2-piece molecular cluster, C7H7N overall at a distorted geometry (ωB97M-V/def2-TZVPD).

Atoms and positions in Å:
C1 1.982 -0.516 -1.981
C2 0.892 -0.787 -2.215
C3 0.457 -0.765 1.039
C4 -0.557 -0.893 0.064
C5 -1.283 0.244 -0.094
C6 -1.271 1.279 0.808
C7 -0.320 1.273 1.777
H1 2.890 -0.169 -1.578
H2 -0.109 -1.396 -2.378
H3 1.362 -1.481 1.044
H4 -0.652 -1.809 -0.642
H5 -2.024 0.332 -0.897
H6 -1.668 2.402 0.678
H7 -0.223 2.075 2.444
N1 0.523 0.211 1.933

Cartesian forces, eV/Å:
C 5.594 1.901 1.534
C -8.526 -4.151 -2.381
C 1.133 -1.579 0.199
C 1.031 -1.274 -0.113
C -2.928 -0.040 -1.278
C 0.411 4.272 -0.351
C 0.691 -2.790 0.309
H 0.555 0.126 -0.119
H 2.947 2.245 -0.048
H -1.780 0.828 0.219
H 0.213 1.877 1.814
H 0.309 -0.237 0.068
H 0.024 -3.061 -0.217
H 0.267 0.895 0.989
N 0.058 0.988 -0.625

As for the energy relative to the best compared isomer or geometry (same formula, charge and spin): 3.311 eV. Its structure (SMILES) is c1ccncc1.C#C. The value obtained for the LUMO energy is 0.9 eV.

***

6.
Entry from the OMol25 dataset: C7H7N2O4S2 as an isolated structure at a distorted geometry (ωB97M-V/def2-TZVPD).

Atoms and positions in Å:
C1 2.632 -0.588 0.817
C2 1.698 -1.656 0.591
C3 2.392 0.683 0.267
C4 0.457 -0.201 -0.837
C5 0.599 -1.433 -0.241
C6 1.270 0.863 -0.537
C7 -0.596 -2.395 -0.387
N1 -0.969 2.118 -1.208
N2 -1.576 -1.712 0.163
O1 -1.039 1.022 1.135
O2 -0.698 -3.575 -0.685
O3 -3.037 1.088 -0.271
O4 -2.120 3.221 0.749
S1 -1.890 1.838 0.253
S2 0.600 2.497 -0.892
H1 3.511 -0.570 1.526
H2 1.764 -2.670 1.135
H3 3.071 1.406 0.762
H4 -0.427 0.007 -1.291
H5 -1.593 2.907 -1.660
H6 -1.464 -0.820 0.482
H7 -2.586 -2.031 0.128

Cartesian forces, eV/Å:
C -0.601 -0.332 0.032
C 1.001 -0.913 1.035
C 0.592 -0.806 1.172
C 1.799 -0.523 1.206
C 1.462 -1.086 -0.513
C -0.021 1.050 -0.048
C 0.882 -0.192 1.516
N -3.335 0.936 -0.551
N -4.600 -2.467 -0.580
O -0.629 0.686 -0.676
O 0.878 0.111 -0.790
O 0.535 0.867 0.433
O -0.156 -2.012 -0.587
S -0.597 0.907 0.998
S 2.328 0.708 0.103
H -1.204 -0.851 -0.789
H 0.122 1.800 -0.917
H -0.869 0.307 -1.149
H -2.279 0.437 -1.692
H 2.269 -1.909 0.792
H 0.413 3.030 1.015
H 2.010 0.251 -0.012

As for the energy relative to the best compared isomer or geometry (same formula, charge and spin): 0.000 eV. The value obtained for the LUMO energy is 3.1 eV. Its net charge is -1.

***

7.
Entry from the OMol25 dataset: a 2-piece molecular cluster, C7H7N3O overall at a distorted geometry (ωB97M-V/def2-TZVPD).

Atoms and positions in Å:
C1 -0.795 1.330 -0.692
C2 2.661 -0.067 -0.398
C3 2.101 -1.231 -0.802
C4 1.852 0.558 0.532
C5 -2.993 -0.068 -0.131
C6 -2.098 0.106 0.797
C7 -0.876 0.884 0.648
N1 -0.716 1.690 -1.769
N2 0.956 -1.381 -0.045
N3 0.716 -0.374 0.788
O1 1.776 1.671 1.028
H1 3.695 0.161 -0.709
H2 2.447 -1.978 -1.464
H3 -3.914 -0.554 0.124
H4 -2.824 0.367 -1.149
H5 -2.274 -0.333 1.821
H6 -0.215 1.450 1.461
H7 0.503 -2.232 -0.041

Cartesian forces, eV/Å:
C 1.046 0.638 0.752
C 3.523 -1.023 -2.076
C -1.335 1.238 2.170
C -3.268 0.762 1.581
C -0.715 0.582 -2.217
C 0.934 -0.519 3.966
C 3.254 -1.145 1.114
N -0.001 0.356 -1.481
N 0.797 0.276 -2.470
N -0.191 1.605 0.435
O 0.862 0.150 0.170
H -1.005 0.552 0.208
H 0.198 -0.641 -0.444
H -0.261 -0.314 -0.262
H -0.520 -0.574 0.981
H 0.218 0.569 -1.161
H -2.085 -0.876 -1.807
H -1.453 -1.636 0.539

As for the energy relative to the best compared isomer or geometry (same formula, charge and spin): 5.319 eV. The value obtained for the LUMO energy (alpha / beta) is -1.2 / -1.2 eV.

***

8.
Entry from the OMol25 dataset: one molecule with the formula C7H7N3O2S at a distorted geometry (ωB97M-V/def2-TZVPD).

Atoms and positions in Å:
C1 2.146 -0.227 -1.220
C2 3.147 -0.688 -0.304
C3 1.017 0.390 -0.694
C4 2.906 -0.496 1.059
C5 0.912 0.473 0.679
C6 -2.191 0.436 0.413
C7 -3.477 0.958 -0.120
N1 1.781 0.030 1.568
N2 -1.329 1.200 0.875
N3 -0.128 1.151 1.294
O1 -0.491 -2.033 -1.129
O2 -2.083 -0.961 0.572
S1 -0.986 -2.063 0.211
H1 2.221 -0.481 -2.314
H2 4.227 -0.952 -0.519
H3 0.353 0.945 -1.282
H4 3.512 -1.013 1.872
H5 -4.466 0.827 0.499
H6 -3.755 0.489 -1.113
H7 -3.315 2.016 -0.347

Cartesian forces, eV/Å:
C 1.064 -1.151 -0.130
C 0.643 1.030 -0.181
C 1.875 -0.542 -0.080
C -0.552 -1.488 1.489
C -0.656 0.793 0.364
C -0.817 -1.417 0.246
C -2.253 -0.391 -0.973
N 1.263 -0.423 -0.484
N 1.428 1.726 -0.999
N -0.685 -0.269 1.611
O 0.343 0.373 -2.118
O -1.536 0.732 -0.197
S 0.309 -1.013 2.253
H 0.085 0.752 1.258
H -1.771 -0.196 -0.435
H -1.148 0.195 -0.964
H -0.186 1.072 -1.393
H 2.229 0.158 -0.650
H 0.584 0.228 1.050
H -0.219 -0.169 0.332

As for the energy relative to the best compared isomer or geometry (same formula, charge and spin): 3.573 eV. The value obtained for the LUMO energy (alpha / beta) is -1.0 / -0.6 eV.

***

9.
Entry from the OMol25 dataset: one molecule with the formula C7H7N3S at a distorted geometry (ωB97M-V/def2-TZVPD).

Atoms and positions in Å:
C1 1.982 0.172 -1.732
C2 -1.888 -0.164 -0.347
C3 0.824 0.318 -0.893
C4 0.947 0.670 0.474
C5 -0.222 0.790 1.361
C6 -3.157 -0.760 -1.099
C7 2.178 0.765 1.187
N1 2.965 0.125 -2.334
N2 -1.520 0.185 0.845
N3 -2.939 -1.962 -1.302
S1 -0.760 0.231 -1.763
H1 -0.416 1.824 1.760
H2 -0.123 0.209 2.392
H3 2.036 1.384 2.082
H4 3.045 1.260 0.676
H5 2.757 -0.128 1.499
H6 -3.471 -2.479 -1.934
H7 -2.238 -2.439 -0.872

Cartesian forces, eV/Å:
C 0.052 0.196 0.508
C 1.765 1.537 1.380
C -0.665 1.180 2.821
C -1.211 -1.863 -4.040
C -2.886 -1.346 1.323
C 1.010 5.165 1.902
C 4.138 1.143 1.090
N -0.318 -0.112 0.035
N -1.397 -0.876 -1.394
N -0.833 -1.739 -0.813
S 0.574 -0.183 0.200
H 0.067 -0.641 -0.866
H 0.443 0.947 -2.166
H 0.021 -0.293 0.005
H -1.046 0.001 -0.265
H -1.121 -0.229 -0.008
H -1.326 -0.945 -1.013
H 2.732 -1.942 1.302

As for the energy relative to the best compared isomer or geometry (same formula, charge and spin): 5.527 eV. The value obtained for the LUMO energy is 0.1 eV.

***

10.
Entry from the OMol25 dataset: one molecule with the formula C7H7NO at a distorted geometry (ωB97M-V/def2-TZVPD).

Atoms and positions in Å:
C1 -0.551 0.567 1.831
C2 0.546 1.347 2.031
C3 0.947 -1.126 0.740
C4 1.998 -0.300 0.782
C5 -0.376 -0.358 0.726
C6 1.435 1.022 0.901
C7 -1.349 -0.334 -2.631
N1 -0.847 0.046 -0.414
O1 -0.442 -0.563 -1.551
H1 -1.410 0.693 2.300
H2 0.789 2.065 2.781
H3 0.987 -1.991 0.119
H4 3.028 -0.408 0.901
H5 -1.453 -1.218 -3.220
H6 -1.105 0.559 -3.295
H7 -2.197 0.000 -2.001

Cartesian forces, eV/Å:
C 3.763 0.870 -0.336
C -0.124 -2.370 -2.117
C -0.931 -0.208 -1.366
C -2.025 2.021 1.855
C 1.889 -0.067 -2.411
C 1.152 0.888 1.206
C -0.673 2.766 1.300
N -1.777 0.166 0.877
O 1.853 -1.177 -0.168
H -3.874 0.459 2.081
H -0.161 0.538 0.166
H -0.087 -1.017 0.178
H 1.519 -0.618 -0.642
H -0.210 -0.602 -0.079
H 0.294 -1.127 0.857
H -0.606 -0.522 -1.400

As for the energy relative to the best compared isomer or geometry (same formula, charge and spin): 7.848 eV. The value obtained for the LUMO energy (alpha / beta) is -0.4 / -0.4 eV.

***

11.
Entry from the OMol25 dataset: a 2-piece molecular cluster, C7H7NO2 overall at a distorted geometry (ωB97M-V/def2-TZVPD).

Atoms and positions in Å:
C1 2.719 0.364 -0.017
C2 3.453 1.393 -0.211
C3 2.186 -0.819 -0.083
C4 0.252 -0.749 1.750
C5 -1.529 1.187 0.392
C6 -0.980 -0.710 -1.274
C7 -0.441 0.424 -0.301
N1 0.402 -0.186 0.681
O1 2.166 -1.963 -0.241
O2 0.400 -1.324 2.722
H1 -2.290 1.548 -0.356
H2 -2.183 0.625 1.005
H3 -1.148 1.957 1.104
H4 -1.519 -0.310 -2.184
H5 -1.537 -1.436 -0.571
H6 -0.104 -1.337 -1.719
H7 0.155 1.336 -0.699

Cartesian forces, eV/Å:
C 1.868 2.710 -0.598
C -1.068 -1.274 0.298
C 1.272 -1.312 -0.176
C 0.451 1.082 -2.233
C -1.588 1.158 -0.209
C 1.505 -0.522 0.015
C -0.097 1.347 -0.964
N -0.769 -0.645 0.992
O -0.638 -0.069 -0.009
O -0.207 -1.054 2.098
H 1.145 0.417 0.537
H -0.450 -1.429 0.841
H -0.139 -0.160 -1.071
H 0.135 -0.469 1.433
H 0.344 1.186 -1.503
H -1.366 1.196 0.903
H -0.398 -2.163 -0.357

As for the energy relative to the best compared isomer or geometry (same formula, charge and spin): 5.557 eV. The value obtained for the LUMO energy is -0.4 eV.

***

12.
Entry from the OMol25 dataset: one molecule with the formula C7H7NO2S at a distorted geometry (ωB97M-V/def2-TZVPD).

Atoms and positions in Å:
C1 -1.914 -0.640 1.212
C2 -0.487 -0.430 1.316
C3 -2.516 -0.279 0.063
C4 0.355 0.254 0.528
C5 -0.212 0.794 -0.736
C6 1.895 0.534 0.660
C7 -1.697 0.492 -0.935
N1 2.751 -0.370 0.167
O1 2.281 1.542 1.160
O2 0.527 1.208 -1.594
S1 2.739 -1.447 -1.121
H1 -2.559 -1.040 2.018
H2 0.077 -0.932 2.157
H3 -3.501 -0.479 -0.209
H4 -1.804 -0.046 -1.818
H5 -2.080 1.506 -1.039
H6 3.728 -0.052 0.342
H7 2.416 -0.613 -2.169

Cartesian forces, eV/Å:
C -1.618 0.168 -0.664
C 2.407 -0.902 2.459
C 2.989 0.987 1.072
C 0.038 0.777 -1.194
C 0.233 -2.055 1.154
C -3.342 -0.644 -0.184
C 0.218 0.937 1.007
N 3.284 -0.378 -0.070
O 0.406 1.260 0.983
O -0.260 0.683 -0.695
S -1.083 -0.215 -0.794
H 1.041 -0.135 -0.402
H -1.095 0.440 -0.598
H -1.607 -0.227 -0.081
H -0.037 -0.396 -2.195
H -0.666 0.042 -0.364
H -1.150 -0.115 -0.079
H 0.242 -0.227 0.644

As for the energy relative to the best compared isomer or geometry (same formula, charge and spin): 0.210 eV. Its structure (SMILES) is O=C1CC=CC=C1C(=O)NS. The value obtained for the LUMO energy is -0.1 eV.

***

| no. | calculated total energy (eV) |
| --- | --- |
| 1 | -10086.9721 |
| 2 | -19883.4233 |
| 3 | -27916.7525 |
| 4 | -8856.5004 |
| 5 | -8858.3134 |
| 6 | -40214.5906 |
| 7 | -13885.6658 |
| 8 | -26768.2993 |
| 9 | -22673.3795 |
| 10 | -10901.4905 |
| 11 | -12952.0397 |
| 12 | -23790.9748 |